#w
26
Properties=species:S:1:pos:R:3 method="wB97M-V/def2-TZVPD" smiles=C[C@@H]1CN(C)[Si@H](C)[C@H]1C gap_ev=9.11 total_charge=0
C 0.2233 -1.3622 -0.2035
C 1.3592 -0.4089 0.2395
C 0.8562 0.9755 -0.1111
C 2.5237 -0.9517 -0.5310
C 1.5270 1.9660 0.8032
C -2.2946 -1.8299 0.3072
C -2.2281 1.4037 -0.9308
N -1.0694 -1.0196 0.5217
Si -1.3448 0.7417 0.5698
H 0.0693 -1.1404 -1.2804
H 0.3530 -2.4269 0.0005
H 1.4015 -0.4396 1.2812
H 1.0402 1.2115 -1.1375
H 2.2853 -1.3096 -1.4443
H 2.9490 -1.7799 -0.0190
H 3.3049 -0.1514 -0.5486
H 1.0142 1.7604 1.7977
H 1.1704 3.0218 0.6136
H 2.5263 1.7617 0.7904
H -3.1330 -1.6684 1.0204
H -2.8204 -1.6043 -0.6144
H -2.1443 -2.9152 0.3060
H -1.9985 0.8406 -1.8295
H -3.3380 1.3579 -0.8051
H -1.9514 2.4676 -1.0834
H -1.6094 1.5407 1.7405

#x
26
Properties=species:S:1:pos:R:3 method="wB97M-V/def2-TZVPD" gap_ev="9.13 / 8.17" total_charge=0
C 2.5557 0.1790 -0.3241
C 1.7823 0.0765 0.7076
C 4.0284 -0.2669 -0.1410
C -0.5473 2.2465 -0.5219
C -3.2607 -0.0671 0.2639
C -0.9804 -1.3087 1.7316
C -0.8655 -1.0092 -1.5277
N -0.5427 1.1602 0.5073
Si -1.2845 -0.3231 0.1495
H 2.1991 0.3250 -1.4022
H 2.1301 0.0978 1.8102
H 4.5982 0.5479 -0.3804
H 4.0450 -0.4661 0.9914
H 4.0331 -1.0709 -0.8120
H -1.4756 2.7455 -0.4776
H 0.2500 2.9617 -0.2180
H -0.2622 1.9590 -1.6121
H -3.4496 0.5798 -0.6817
H -3.9527 -0.8575 0.3749
H -3.3875 0.5591 1.1325
H -1.8808 -1.8324 1.9268
H -0.3388 -2.1872 1.6042
H -0.7833 -0.7076 2.6851
H 0.0728 -0.9384 -1.9753
H -1.2267 -2.0236 -1.7128
H -1.4565 -0.3794 -2.0983

Relative energies, unit kJ/mol: #w 0.0; #x 330.0

#w
12
Properties=species:S:1:pos:R:3 method="wB97M-V/def2-TZVPD" gap_ev="10.42 / 5.57" total_charge=0 s_squared=0.765 spin_multiplicity=2
O 1.5949 -1.3540 1.7300
H 1.1751 -0.6394 2.2990
C 0.6690 1.0409 -0.3074
N 0.0130 -0.2877 -0.0127
C -1.3026 -0.4922 -0.6493
H 1.7120 1.0119 -0.3437
H 0.3889 1.3614 -1.3849
H 0.0943 1.8869 0.3757
H 0.5454 -0.8450 0.7387
H -1.8916 -1.2244 0.0193
H -1.1295 -0.8220 -1.6357
H -1.8688 0.3636 -0.8290

#x
12
Properties=species:S:1:pos:R:3 method="wB97M-V/def2-TZVPD" gap_ev="5.75 / 10.26" total_charge=0 s_squared=0.753 spin_multiplicity=2
C 0.5230 1.4595 0.7769
C -0.9271 0.7985 -1.0984
N -0.1736 0.5057 -0.0294
H 0.3896 1.4063 1.9036
H 0.1831 2.5191 0.6575
H 1.5795 1.2647 0.5535
H -1.1505 1.8325 -1.3835
H -1.4057 0.0179 -1.6890
H 0.0926 -0.4669 0.1075
H 0.2975 -2.4762 1.1115
H 0.3915 -2.9190 -0.5013
O 0.4014 -2.2570 0.1947

Relative energies, unit kJ/mol: #w 202.0; #x 0.0

#w
47
Properties=species:S:1:pos:R:3 method="wB97M-V/def2-TZVPD" gap_ev=7.87 total_charge=-1
C -0.5395 1.4999 0.0248
C -0.6133 0.3420 -0.9766
C 0.5441 0.4459 -2.0467
O -0.1761 -0.7788 -0.2399
H 0.4518 1.4911 0.4008
H -1.4119 1.5721 0.6143
H -0.6160 2.3777 -0.6667
H -1.6907 0.2531 -1.4471
H 0.2742 1.3861 -2.6329
H 0.5675 -0.3200 -2.7106
H 1.5036 0.6767 -1.6199
O 2.1127 -1.9146 -0.6056
H 1.2789 -1.4875 -0.7991
H 1.9208 -2.8392 -0.6620
O -2.9068 -0.8563 0.6250
H -2.0550 -0.6336 0.2801
H -2.8970 -1.8202 0.5552
O 2.6762 -0.0845 1.3610
H 2.7048 0.8647 1.3812
H 2.5141 -0.2434 0.4555
O -0.9194 -2.2715 -2.5965
H -0.6649 -1.7566 -1.7884
H -0.1119 -2.7787 -2.8654
O 2.6628 -1.3977 -4.2294
H 3.1309 -0.9555 -3.5687
H 1.7621 -1.0450 -4.2782
O -2.4992 -0.2759 3.1898
H -2.3881 0.6628 3.3137
H -2.8420 -0.3920 2.2697
O 0.1641 -0.8879 2.4345
H -0.7981 -0.8983 2.4851
H 0.3542 -0.5744 1.5157
O 2.6332 2.7417 1.5513
H 3.5531 3.1828 1.5786
H 2.3981 2.7822 0.6350
O -1.9485 2.5891 2.9942
H -2.6246 2.5665 2.3167
H -2.1375 3.2989 3.6344
O -0.4291 -3.3376 1.0998
H -0.3093 -2.3774 1.0670
H -1.2534 -3.3701 0.5970
O -3.9614 1.9381 1.1285
H -4.8720 1.8012 0.9789
H -3.5462 1.2781 0.5345
O 3.8813 -0.2920 -2.0421
H 3.7949 0.6294 -1.8432
H 3.3285 -0.7912 -1.4033

#x
47
Properties=species:S:1:pos:R:3 method="wB97M-V/def2-TZVPD" gap_ev=8.71 total_charge=-1
C 12.5810 5.3760 39.7480
C 11.2210 5.3360 40.3750
C 10.9940 6.6730 41.0910
O 10.2330 5.2920 39.3120
H 13.3430 5.7440 40.4740
H 12.5650 6.1380 38.9550
H 12.8110 4.4290 39.3610
H 11.1930 4.4700 41.0810
H 10.9180 7.5760 40.4630
H 11.7040 6.8350 41.9370
H 9.9910 6.5040 41.4740
O 15.9680 4.4690 39.0170
H 16.7160 4.9960 38.7440
H 15.7400 5.1210 39.6780
O 12.9330 2.1130 38.3370
H 13.0810 2.9010 37.8460
H 12.0380 2.0310 38.6240
O 9.5570 9.9160 38.8450
H 9.0110 9.6980 39.5850
H 10.3750 10.2570 39.2480
O 8.3900 4.1110 40.9650
H 9.0230 4.6430 40.4740
H 7.6120 4.5920 41.1610
O 8.3160 7.1390 39.3810
H 8.8850 6.3920 39.5590
H 8.5190 7.7540 40.0280
O 12.6540 8.7360 39.1990
H 12.1240 8.4230 38.4530
H 12.8480 7.9390 39.6850
O 10.3840 2.4660 39.1880
H 10.0430 2.1660 38.3370
H 10.4130 3.4440 39.2490
O 12.7020 7.6760 36.1010
H 12.9520 7.2570 35.2620
H 11.9170 7.3100 36.3820
O 11.3990 5.1000 36.9320
H 10.7650 5.4380 36.2670
H 10.8900 5.1740 37.7930
O 14.8420 7.1690 37.5910
H 15.0640 6.3560 37.1620
H 13.9350 7.3740 37.2670
O 10.4310 7.7960 37.6150
H 10.0190 8.5840 37.9550
H 10.0740 7.1200 38.1980
O 13.9420 4.2910 37.0950
H 14.4310 4.5340 37.8580
H 13.0500 4.7210 37.1660

Relative energies, unit kJ/mol: #w 108.2; #x 0.0

#w
12
Properties=species:S:1:pos:R:3 method="wB97M-V/def2-TZVPD" smiles="CC(=O)C(=O)C(=O)O" gap_ev=9.23 total_charge=0
C -0.9928 -0.2722 1.3550
C 1.1077 0.2213 -1.1184
C -0.2342 0.8345 -0.9661
C -0.7749 -0.6246 -0.0878
O 1.8778 0.4290 -0.0184
O 1.4714 -0.3222 -2.1358
O -0.9775 1.6994 -1.2491
O -1.1172 -1.6142 -0.6514
H 2.7857 0.1578 -0.2293
H -1.6671 0.5885 1.4117
H -0.0415 0.0171 1.8038
H -1.4375 -1.1143 1.8857

#x
12
Properties=species:S:1:pos:R:3 method="wB97M-V/def2-TZVPD" gap_ev=8.08 total_charge=0
C -0.9153 0.1224 0.4951
C 0.5593 0.2088 0.7258
C 0.6580 -0.5069 -0.5241
C 0.0369 0.7903 -0.5842
O -1.7109 -1.0334 0.5355
O 1.3477 0.3827 1.7923
O 0.4404 -1.6800 -1.1440
O -0.0941 1.7169 -1.5583
H -2.4158 -0.8639 -0.0829
H 0.7045 0.6663 2.4830
H 0.9568 -2.4134 -0.7873
H 0.4324 2.6101 -1.3510

Relative energies, unit kJ/mol: #w 0.0; #x 496.7

#w
85
Properties=species:S:1:pos:R:3 method="wB97M-V/def2-TZVPD" smiles=COC[C@H](C)N.COC[C@H](C)N.COC[C@H](C)N.COC[C@H](C)N.COC[C@H](C)N gap_ev=9.55 total_charge=0
C -0.1824 2.4869 -2.9354
C 0.4871 3.5943 -3.7559
C -0.4675 4.6946 -4.1847
O -1.5218 4.1160 -4.9394
C -2.4324 5.1164 -5.3921
N 1.5561 4.2725 -3.0031
H -0.6000 2.8491 -1.9936
H 0.5192 1.6812 -2.7159
H -1.0096 2.0398 -3.4914
H 0.9714 3.1616 -4.6319
H 0.1141 5.3767 -4.8164
H -0.8585 5.1981 -3.2905
H -2.6241 5.9324 -4.6951
H -3.3419 4.5690 -5.6369
H -2.0670 5.5688 -6.3207
H 2.2384 3.5972 -2.6690
H 1.2271 4.7076 -2.1459
C -2.2828 -0.7231 1.0452
C -1.3049 0.4370 0.7809
C -0.3346 -0.0470 -0.3352
O 0.2323 -1.3057 -0.0036
C 1.3253 -1.2037 0.8917
N -2.0400 1.5959 0.2511
H -2.8904 -0.3191 1.8700
H -1.7631 -1.5191 1.5745
H -2.8545 -1.0517 0.1870
H -0.8160 0.6908 1.7264
H 0.4949 0.6482 -0.5163
H -0.9074 -0.1884 -1.2512
H 1.0240 -0.9902 1.9193
H 2.1016 -0.5125 0.5535
H 1.7531 -2.2064 0.8764
H -2.5452 1.9539 1.0612
H -1.3803 2.3275 0.0004
C -0.9024 -2.7796 4.3253
C -0.7662 -4.2947 3.9402
C 0.1175 -4.5197 2.7281
O 1.4053 -4.0132 3.0205
C 2.3850 -4.7557 2.3617
N -0.1772 -5.0446 5.0831
H -1.4834 -2.2913 3.5404
H 0.0472 -2.3245 4.5894
H -1.5698 -2.8147 5.1887
H -1.8138 -4.5866 3.8393
H -0.2806 -4.0150 1.8366
H 0.0872 -5.5839 2.4732
H 2.2998 -4.6858 1.2653
H 2.4772 -5.8119 2.6326
H 3.4022 -4.3651 2.4878
H 0.7578 -4.6470 5.1773
H -0.6705 -4.7355 5.9140
C 8.8397 -3.2394 -0.1882
C 8.8083 -1.8135 0.3729
C 7.5034 -1.4475 1.0893
O 6.4054 -1.6235 0.2290
C 5.1884 -1.8018 0.8661
N 9.9709 -1.6449 1.2485
H 8.2417 -3.8701 0.4803
H 9.8459 -3.6523 -0.2184
H 8.4695 -3.3004 -1.2101
H 8.8886 -1.1760 -0.5143
H 7.5998 -0.4558 1.5435
H 7.4200 -2.1675 1.9202
H 4.4067 -1.6923 0.1058
H 4.9091 -0.9649 1.5347
H 5.0667 -2.7204 1.4543
H 9.8994 -2.3073 2.0141
H 9.9894 -0.7027 1.6271
C -5.8331 0.9591 -0.7428
C -6.2268 2.2931 -1.3825
C -7.0018 3.2066 -0.4386
O -8.1672 2.6404 0.0847
C -9.2673 2.5955 -0.8074
N -5.0276 2.9845 -1.8704
H -5.0592 1.0214 0.0325
H -5.3713 0.2936 -1.4733
H -6.6630 0.4938 -0.2028
H -6.8452 2.0552 -2.2516
H -7.1641 4.1747 -0.9338
H -6.3769 3.5075 0.4084
H -9.0654 3.2955 -1.6242
H -10.1779 2.7149 -0.2253
H -9.3672 1.6229 -1.3130
H -4.2500 2.7778 -1.2514
H -4.7249 2.6640 -2.7803

#x
85
Properties=species:S:1:pos:R:3 method="wB97M-V/def2-TZVPD" smiles=COC[C@H](C)N.COC[C@H](C)N.COC[C@H](C)N.COC[C@H](C)N.COC[C@H](C)N gap_ev=9.65 total_charge=0
C 2.4539 1.4675 -4.1831
C 2.2888 1.4816 -2.6501
C 1.1068 0.6032 -2.1478
O 0.9366 0.7565 -0.7124
C 0.0324 -0.3173 -0.2434
N 3.5835 1.0794 -2.0904
H 1.5902 1.9417 -4.6491
H 2.5960 0.4219 -4.4564
H 3.3211 1.9163 -4.6675
H 2.0165 2.4162 -2.1597
H 1.2325 -0.4393 -2.4403
H 0.2068 1.0367 -2.5840
H -0.8812 -0.5205 -0.8021
H -0.1967 -0.1142 0.8027
H 0.6356 -1.1858 0.0209
H 3.8043 0.0948 -2.0459
H 3.6121 1.4353 -1.1456
C 3.3953 -2.1613 2.1525
C 4.7689 -2.8498 1.8223
C 5.7444 -2.1225 0.8383
O 6.3611 -0.9228 1.4407
C 6.5912 0.0704 0.4702
N 5.5466 -3.2289 2.9980
H 2.8675 -2.4244 1.2359
H 3.4202 -1.0727 2.1032
H 3.0280 -2.5234 3.1127
H 4.5305 -3.8110 1.3669
H 5.3582 -1.9485 -0.1661
H 6.4984 -2.8869 0.6503
H 7.0634 -0.3428 -0.4210
H 7.2907 0.8335 0.8117
H 5.6488 0.5689 0.2432
H 5.9713 -2.3460 3.2431
H 6.3083 -3.8033 2.6664
C -6.5284 1.0712 -1.8230
C -5.4738 1.7118 -2.6962
C -4.0521 2.0552 -2.0871
O -3.8891 1.1665 -1.0196
C -2.9863 1.6288 0.0288
N -5.3902 0.8395 -3.8221
H -7.0918 0.3173 -2.3729
H -7.2972 1.7626 -1.4781
H -6.0901 0.6848 -0.9028
H -5.9199 2.6174 -3.1072
H -3.9104 3.1202 -1.9033
H -3.3940 1.9310 -2.9471
H -2.1035 1.0028 0.1588
H -3.6998 1.5539 0.8495
H -2.7087 2.6494 -0.2346
H -5.0722 -0.0884 -3.5811
H -6.3343 0.5412 -4.0218
C 2.2674 2.7343 0.9706
C 1.1778 2.6214 1.9663
C 1.3793 1.5346 3.0805
O 0.3639 1.6586 4.0670
C -0.0332 0.4580 4.7710
N 0.9804 4.0221 2.5732
H 2.0712 3.1984 0.0041
H 2.5769 1.6942 0.8673
H 3.1442 3.3066 1.2736
H 0.2766 2.2292 1.4949
H 2.3600 1.7550 3.5023
H 1.3957 0.5546 2.6037
H 0.8841 0.1742 5.2868
H -0.3492 -0.2232 3.9809
H -0.7518 0.4702 5.5904
H 0.6601 3.9994 3.5308
H 1.8741 4.4539 2.7605
C -3.0041 -2.1649 -2.0829
C -3.9425 -2.8987 -1.0905
C -3.7307 -2.5418 0.3819
O -2.2767 -2.6074 0.6534
C -1.9670 -2.0642 1.9569
N -5.3174 -2.7334 -1.6493
H -2.0110 -2.3611 -1.6785
H -3.3480 -1.1337 -2.1624
H -3.0407 -2.4570 -3.1324
H -3.8117 -3.9798 -1.1385
H -4.2097 -3.1525 1.1472
H -4.0578 -1.5036 0.4391
H -2.1583 -2.7267 2.8011
H -2.3330 -1.0398 2.0256
H -0.8854 -1.9351 1.9953
H -5.3879 -3.2466 -2.5163
H -5.5861 -1.7629 -1.7278

Relative energies, unit kJ/mol: #w 0.0; #x 288.9

#w
16
Properties=species:S:1:pos:R:3 method="wB97M-V/def2-TZVPD" gap_ev=9.18 total_charge=+1
C 0.6723 -1.9084 0.3420
C -1.2516 1.2310 -0.5866
C 0.7040 -0.6523 -0.4755
N 2.0405 1.4077 0.4494
N -0.4384 0.5748 0.3923
P 2.4186 0.1616 -0.3335
H 0.9926 -1.7503 1.3642
H 1.4470 -2.5792 -0.0038
H -0.0999 -2.6119 0.2792
H -1.5300 0.6282 -1.3398
H -2.0774 1.7815 -0.1133
H -0.5453 2.0475 -0.8066
H 0.3260 -0.8335 -1.4477
H 2.4645 2.1300 1.0186
H 0.4386 1.0706 0.7744
H -0.8401 -0.0958 0.9946

#x
16
Properties=species:S:1:pos:R:3 method="wB97M-V/def2-TZVPD" gap_ev=9.15 total_charge=+1
C 0.8150 0.7612 -0.3821
C 0.8140 1.3925 -1.7161
C 0.2110 -1.8482 2.0155
N 1.9149 0.8169 0.2983
N -0.2491 0.1136 0.0026
P -0.7199 -0.8444 1.1335
H 1.6675 1.9680 -2.0646
H -0.0600 2.0783 -1.9119
H 0.8180 0.5977 -2.4281
H 1.3411 -1.7493 1.9627
H -0.1050 -2.7479 2.4271
H -1.0048 -2.6582 -1.0622
H 2.8731 1.1388 -0.0080
H 1.9771 0.2514 1.2465
H -1.3797 -1.9059 -0.7020
H -2.0655 -0.7638 1.5307

Relative energies, unit kJ/mol: #w 0.0; #x 82.5